Version P
ORCA calculation (the ωB97M-V functional and the def2-TZVPD basis) on a single C4H5FN2O molecule.

Element x y z (Å)
F  2.334  -1.401  -0.612
O  0.841  0.893  1.073
N  0.224  -1.614  -1.377
N  -0.905  0.025  -0.350
C  -0.215  1.697  1.591
C  0.397  0.057  0.070
C  -0.994  -0.935  -1.250
C  1.087  -1.004  -0.498
H  -0.993  1.632  0.876
H  -0.515  1.347  2.662
H  0.460  -2.177  -2.165
H  -1.889  -1.217  -1.791
H  0.166  2.698  1.770

As for the SMILES: COc1nc[nH]c1F. As for the HOMO energy: -0.2988 Ha. Its HOMO-LUMO gap is 9.0 eV.

=====

Version Q
ORCA calculation (the ωB97M-V functional and the def2-TZVPD basis) on a molecular structure, C4H5FN2O.

Element x y z (Å)
F  3.513  0.003  0.567
O  2.202  -1.219  -0.579
N  -1.069  -0.181  -0.702
N  0.840  -1.354  -0.912
C  -2.034  0.388  0.302
C  0.342  -0.203  -0.427
C  1.202  0.604  0.359
C  2.294  -0.180  0.144
H  -3.032  0.756  -0.202
H  -2.158  -0.330  1.118
H  0.847  1.413  1.050
H  -1.449  -1.007  -1.286
H  -1.498  1.310  0.568

As for the HOMO energy: -0.3222 Ha. Its HOMO-LUMO gap is 9.6 eV.

=====

version P (33.5 kcal/mol below the next structure)